No. 1
C38H20F5N6O4Sn as an isolated structure at a distorted geometry. Source: OMol25; level of theory: ωB97M-V with the def2-TZVPD basis set.

Properties
LUMO level (alpha / beta) in Ha: -0.1693 / -0.1737
HOMO level (alpha / beta) in eV: -9.8 / -9.7

The geometry in ORCA input format:
```
! RIJCOSX wB97M-V def2-TZVPD def2/J DEFGRID3
* xyz 1 1
Sn 0.161 -0.166 -0.039
O -3.352 1.896 -3.795
C -4.391 1.939 -3.315
O -5.484 1.900 -2.904
C -3.185 3.329 -1.262
C -1.932 3.661 -1.373
C -0.895 2.922 -0.666
N -1.226 1.811 -0.065
C -2.554 1.438 0.074
C -3.537 2.154 -0.615
C -2.840 0.245 0.900
C -4.130 -0.230 1.121
C -4.332 -1.242 2.035
C -3.230 -1.856 2.651
C -1.977 -1.324 2.363
N -1.757 -0.353 1.473
C 0.454 3.473 -0.552
C 1.038 3.992 -1.742
C 2.200 4.725 -1.679
C 2.757 5.008 -0.387
C 2.091 4.481 0.677
N 1.025 3.608 0.648
H -1.608 4.372 -2.108
H -4.652 1.935 -0.587
H -4.940 0.302 0.655
H -5.347 -1.646 2.137
H -3.273 -2.651 3.395
H -1.085 -1.611 2.841
H 0.537 3.633 -2.664
H 2.668 5.148 -2.597
H 3.690 5.590 -0.219
H 2.373 4.727 1.687
O 2.170 -6.641 2.475
C 1.490 -6.304 1.501
O 1.051 -7.049 0.551
C 0.945 -4.923 1.313
C 1.593 -3.876 1.965
C 1.457 -2.545 1.489
N 0.672 -2.313 0.481
C -0.136 -3.258 -0.104
C -0.030 -4.618 0.333
C -1.089 -2.769 -1.084
C -2.076 -3.610 -1.676
C -2.829 -3.116 -2.727
C -2.559 -1.811 -3.281
C -1.610 -0.997 -2.704
N -0.871 -1.483 -1.610
C 1.813 -1.418 2.319
C 2.595 -1.603 3.450
C 2.682 -0.541 4.387
C 1.966 0.654 4.154
C 1.284 0.819 2.950
N 1.213 -0.178 2.030
H 2.270 -4.119 2.785
H -0.621 -5.360 -0.157
H -2.255 -4.604 -1.180
H -3.666 -3.679 -3.123
H -3.088 -1.438 -4.145
H -1.355 0.008 -3.002
H 3.153 -2.502 3.555
H 3.176 -0.701 5.334
H 2.049 1.527 4.775
H 0.816 1.772 2.796
F 0.843 1.004 -3.126
C 1.990 1.150 -2.334
C 2.075 0.433 -1.110
C 3.327 0.485 -0.588
F 3.698 -0.450 0.342
C 4.257 1.412 -1.031
F 5.513 1.535 -0.498
C 4.019 2.317 -2.062
F 4.980 3.200 -2.390
C 2.990 1.928 -2.953
F 2.831 2.456 -4.193
*
```

***

No. 2
C38H23F19IrN3P as an isolated structure. Source: OMol25; level of theory: ωB97M-V with the def2-TZVPD basis set.

Properties
LUMO level in Ha: -0.1672
HOMO level in eV: -10.4

The geometry in ORCA input format:
```
! RIJCOSX wB97M-V def2-TZVPD def2/J DEFGRID3
* xyz 1 1
Ir 1.628 0.459 0.579
C 0.311 1.104 3.184
N 1.625 0.768 2.588
C 2.577 1.925 2.789
C 2.282 3.037 1.802
N 2.218 2.387 0.498
C 2.388 3.119 -0.661
C 2.477 2.394 -1.844
F 2.372 1.046 -1.724
C 2.625 2.950 -3.092
F 2.697 2.182 -4.167
C 2.693 4.333 -3.198
F 2.840 4.906 -4.378
C 2.584 5.102 -2.050
F 2.614 6.422 -2.137
C 2.418 4.506 -0.808
F 2.252 5.309 0.250
C 2.179 -0.473 3.244
C 1.651 -1.707 2.539
N 1.922 -1.524 1.119
C 2.125 -2.632 0.325
C 1.663 -3.930 0.585
F 0.929 -4.186 1.686
C 1.916 -4.998 -0.261
F 1.439 -6.199 0.044
C 2.635 -4.815 -1.431
F 2.855 -5.829 -2.258
C 3.116 -3.547 -1.723
F 3.807 -3.333 -2.839
C 2.877 -2.506 -0.850
F 3.378 -1.291 -1.159
H 0.462 1.419 4.218
H -0.318 0.222 3.169
H -0.161 1.906 2.621
H 3.580 1.545 2.596
H 2.515 2.247 3.830
H 3.093 3.765 1.850
H 1.360 3.573 2.058
H 1.920 -0.445 4.304
H 3.263 -0.435 3.139
H 0.586 -1.848 2.761
H 2.170 -2.581 2.937
F -0.538 -2.461 -6.181
C -0.838 -3.211 -5.110
F 0.059 -4.209 -5.055
F -2.043 -3.755 -5.314
C -0.794 -2.386 -3.846
C 0.405 -1.795 -3.486
C 0.476 -1.048 -2.322
C -0.641 -0.885 -1.512
C -1.844 -1.487 -1.888
C -1.922 -2.231 -3.052
P -0.546 0.058 0.046
C -1.555 1.559 -0.185
C -2.893 1.445 -0.565
C -3.657 2.576 -0.796
C -3.089 3.832 -0.642
C -1.764 3.962 -0.260
C -1.002 2.827 -0.035
C -3.898 5.086 -0.871
F -4.027 5.782 0.272
F -3.296 5.888 -1.761
F -5.126 4.816 -1.324
C -1.548 -0.975 1.162
C -1.453 -2.361 1.051
C -2.181 -3.186 1.891
C -3.016 -2.624 2.844
C -3.134 -1.245 2.958
C -2.404 -0.423 2.117
C -3.783 -3.506 3.801
F -3.131 -3.604 4.974
F -3.940 -4.744 3.321
F -4.999 -3.005 4.060
H 1.284 -1.919 -4.105
H 1.420 -0.599 -2.064
H -2.722 -1.414 -1.263
H -2.853 -2.701 -3.335
H -3.359 0.477 -0.678
H -4.692 2.481 -1.092
H -1.325 4.944 -0.140
H 0.031 2.925 0.259
H -0.818 -2.801 0.295
H -2.100 -4.260 1.800
H -3.802 -0.817 3.693
H -2.506 0.650 2.208
*
```

***

No. 3
C38H24Cl2IKN2O5P as an isolated structure at a distorted geometry. Source: OMol25; level of theory: ωB97M-V with the def2-TZVPD basis set.

Properties
LUMO level in Ha: 0.0463
HOMO level in eV: -4.2

The geometry in ORCA input format:
```
! RIJCOSX wB97M-V def2-TZVPD def2/J DEFGRID3
* xyz -1 1
K -20.949 2.921 -11.724
O -21.818 0.673 -10.605
C -22.644 0.441 -9.671
C -23.061 1.316 -8.637
C -24.273 1.138 -8.017
C -24.672 2.004 -6.929
C -23.821 3.049 -6.533
C -22.635 3.300 -7.181
C -22.251 2.570 -8.316
O -21.339 2.993 -9.084
N -25.699 1.529 -6.046
O -25.915 0.306 -5.922
O -26.273 2.470 -5.419
H -23.171 -0.565 -9.662
H -24.929 0.263 -8.229
H -24.033 3.660 -5.678
H -21.938 4.069 -6.836
I -16.013 0.735 -12.903
C -15.820 -1.287 -12.353
C -15.742 -2.166 -13.432
C -14.900 -3.274 -13.378
C -14.157 -3.505 -12.216
C -14.302 -2.685 -11.094
C -13.489 -2.892 -9.976
C -13.685 -2.104 -8.892
C -14.703 -1.144 -8.830
C -15.514 -0.914 -9.896
P -17.084 -0.036 -9.626
C -16.601 1.698 -9.418
C -17.667 2.625 -9.397
C -17.422 3.981 -9.423
C -16.100 4.423 -9.425
C -15.007 3.540 -9.540
C -15.238 2.169 -9.531
C -17.836 -0.461 -8.064
C -17.350 -0.130 -6.817
C -18.007 -0.495 -5.643
C -19.097 -1.314 -5.722
C -19.616 -1.681 -6.982
C -18.996 -1.270 -8.155
C -15.308 -1.645 -11.101
H -16.238 -1.918 -14.343
H -14.866 -3.930 -14.216
H -13.423 -4.335 -12.250
H -12.704 -3.667 -10.011
H -13.107 -2.283 -7.979
H -14.827 -0.577 -7.928
H -18.698 2.316 -9.369
H -18.285 4.675 -9.417
H -15.897 5.485 -9.308
H -13.981 3.942 -9.552
H -14.401 1.490 -9.738
H -16.474 0.510 -6.764
H -17.590 -0.121 -4.706
H -19.578 -1.730 -4.837
H -20.465 -2.331 -7.043
H -19.440 -1.384 -9.142
Cl -22.003 3.713 -16.817
C -22.460 4.781 -15.569
C -23.244 5.864 -15.941
C -23.819 6.678 -14.986
Cl -25.145 7.732 -15.396
C -23.286 6.708 -13.703
C -23.381 7.799 -12.793
C -22.855 7.676 -11.512
C -22.415 6.419 -11.105
N -22.299 5.403 -11.962
C -22.599 5.539 -13.236
C -22.299 4.455 -14.213
O -22.094 3.278 -13.788
H -23.645 5.883 -16.980
H -23.895 8.659 -13.184
H -22.778 8.546 -10.863
H -22.078 6.252 -10.079
*
```